Entry 1:
Computed, not measured: a cluster of 5 separate species, C3H16O4S in total in a non-equilibrium geometry, with ωB97M-V with the def2-TZVPD basis set.

The HOMO energy is -9.15 eV. For the energy above the lowest of the compared OMol25 structures with the same formula, charge and spin, the calculation gives 1.832 eV.

Geometry as ORCA input:
```
! RIJCOSX wB97M-V def2-TZVPD def2/J DEFGRID3
* xyz 0 1
C 0.9598 1.2076 -2.5199
C 0.6599 0.1008 -1.5562
S -1.2581 0.1958 -0.8350
C -0.8841 2.2149 -0.2855
H 1.9577 0.8829 -2.8647
H 0.3920 1.4863 -3.3952
H 1.1923 2.0994 -1.9296
H 0.7623 -0.9014 -1.9419
H 1.2179 0.2070 -0.6347
H -1.6961 2.3698 0.3860
H -0.9106 2.7768 -1.2170
H 0.0783 1.9679 0.1388
O 0.3208 0.0568 2.4334
H -0.6653 -0.0657 2.2478
H 0.4885 0.7621 3.0587
O -1.9821 -0.7744 1.8812
H -2.0361 -0.4207 0.9558
H -1.8034 -1.7211 1.7608
O 1.7130 -1.6579 1.0568
H 2.3395 -2.2126 1.5273
H 1.2356 -1.0730 1.6940
O -0.8380 -2.8782 0.0779
H -1.3051 -2.0908 -0.2337
H 0.0614 -2.5324 0.1948
*
```

***

Entry 2:
Computed, not measured: a cluster of 7 separate species, C30H95N16O6P5 in total in a non-equilibrium geometry, with ωB97M-V with the def2-TZVPD basis set.

The HOMO energy is -6.03 eV.

Geometry as ORCA input:
```
! RIJCOSX wB97M-V def2-TZVPD def2/J DEFGRID3
* xyz 0 1
N -11.3424 15.4005 21.0924
H -10.6192 15.7888 21.7198
H -11.3706 15.8999 20.1371
H -12.2442 15.6100 21.5300
H -11.2339 14.3693 21.0188
O -11.6893 16.4997 18.7257
H -12.2649 15.8072 18.3845
O -11.7117 20.3287 17.8382
P -10.9950 21.0759 18.8940
N -11.3832 22.7474 19.0113
C -10.5188 23.6437 19.7710
C -12.7784 23.0511 19.0743
N -9.3295 21.0375 18.7015
C -8.7012 19.7941 19.1640
C -8.6843 21.5236 17.4986
N -11.2558 20.5050 20.4485
C -12.1057 19.3019 20.6132
C -10.6309 20.9976 21.6766
H -10.6640 24.6812 19.4644
H -9.4901 23.3263 19.6119
H -10.7494 23.6052 20.8411
H -13.2740 22.6790 19.9883
H -13.2999 22.5305 18.2661
H -13.0773 24.0992 19.0093
H -9.0477 19.0064 18.4872
H -7.6108 19.8463 19.1017
H -8.9278 19.5383 20.1971
H -8.5488 20.7518 16.7366
H -9.3078 22.2828 17.0184
H -7.7330 22.0200 17.7063
H -12.6475 19.3292 21.5581
H -12.7750 19.2763 19.7534
H -11.5589 18.3615 20.4958
H -10.7179 20.1750 22.3834
H -11.1481 21.8879 22.0479
H -9.6210 21.3757 21.4975
O -8.8706 17.7084 16.5245
P -7.6943 16.8169 16.5374
N -7.6802 15.6950 15.2370
C -6.8462 14.5290 15.1726
C -8.2546 16.1902 13.9878
N -7.5065 15.8376 17.8668
C -7.1552 16.5006 19.1326
C -8.4700 14.7766 18.1124
N -6.2186 17.6033 16.3919
C -6.1566 18.8487 15.6508
C -4.9559 16.9335 16.5775
H -6.6462 14.1579 16.1760
H -5.8778 14.7821 14.7127
H -7.2246 13.7216 14.5390
H -7.4679 16.5132 13.2939
H -8.8909 17.0635 14.1098
H -8.8290 15.3682 13.5571
H -6.8706 15.7364 19.8550
H -6.3485 17.2074 18.9401
H -8.0394 17.0305 19.5044
H -8.5223 14.0282 17.3248
H -8.2976 14.2517 19.0587
H -9.4557 15.2102 18.3486
H -5.4533 19.5194 16.1631
H -5.6490 18.6706 14.6944
H -7.1185 19.3442 15.5825
H -4.2578 17.6380 17.0431
H -4.5118 16.5803 15.6401
H -5.0246 16.0832 17.2535
O -9.6204 16.2585 22.9953
P -8.9663 16.9583 24.1164
N -10.0101 18.0689 24.8505
C -9.5872 18.8429 26.0334
C -11.4457 17.8780 24.6787
N -7.6076 17.8604 23.7137
C -6.6035 18.3005 24.6859
C -7.5327 18.5311 22.4029
N -8.3843 15.9850 25.3669
C -7.2373 15.1039 25.1609
C -9.3168 15.4751 26.3889
H -9.0149 18.1998 26.7013
H -10.4232 19.4150 26.4188
H -8.8824 19.5895 25.6514
H -11.7900 17.8518 23.6426
H -11.9509 18.7315 25.1321
H -11.8478 16.9555 25.1173
H -6.8242 17.9503 25.6935
H -5.6691 17.8185 24.3891
H -6.5765 19.3902 24.7184
H -7.7762 17.7450 21.6900
H -8.1804 19.4059 22.3465
H -6.5017 18.8289 22.2129
H -6.7802 14.8541 26.1162
H -7.4751 14.2193 24.5624
H -6.5177 15.6648 24.5575
H -8.8958 14.5889 26.8560
H -10.3200 15.3402 25.9855
H -9.2955 16.2174 27.1949
O -13.6529 16.5024 22.2945
P -15.0517 16.0607 22.4976
N -15.3643 15.4529 24.0244
C -14.5619 14.3440 24.5060
C -15.7613 16.3546 25.1258
N -15.4406 14.6863 21.5307
C -15.2104 14.9292 20.1062
C -16.4322 13.6945 21.8440
N -16.2714 17.1407 22.0955
C -15.9710 18.2835 21.2688
C -17.6475 16.8593 22.4414
H -13.5481 14.6479 24.7846
H -14.3891 13.6856 23.6443
H -15.1274 13.7016 25.1797
H -15.9038 15.7751 26.0364
H -16.6302 16.9317 24.8256
H -14.8860 16.9730 25.3622
H -14.9426 13.9942 19.6196
H -16.0135 15.4951 19.6156
H -14.3931 15.6417 19.9433
H -17.4487 14.0842 21.7120
H -16.2832 12.8161 21.2101
H -16.3316 13.3266 22.8657
H -14.8833 18.3763 21.2401
H -16.3316 18.1700 20.2429
H -16.3397 19.2219 21.6967
H -18.3334 16.9004 21.5933
H -17.9559 17.6443 23.1461
H -17.7347 15.9279 22.9958
O -11.3547 12.7200 21.1503
P -11.0501 11.3168 21.4931
N -10.4503 11.1052 23.0645
C -10.0144 9.8314 23.5727
C -9.7733 12.2848 23.6148
N -9.8993 10.5017 20.5987
C -10.1968 9.2919 19.8085
C -8.6735 11.2005 20.2537
N -12.4296 10.3400 21.4775
C -13.2840 10.5137 20.2932
C -13.1508 10.0382 22.7209
H -8.9395 9.7031 23.4021
H -10.5814 9.0628 23.0454
H -10.2631 9.7298 24.6315
H -10.4298 13.1482 23.7344
H -8.8810 12.5632 23.0481
H -9.4843 12.0827 24.6503
H -11.2641 9.1146 19.7565
H -9.8690 9.5337 18.7927
H -9.6355 8.4164 20.1356
H -7.8781 10.9925 20.9767
H -8.3548 10.9998 19.2325
H -8.8600 12.2747 20.3496
H -12.6560 10.7703 19.4381
H -13.6859 9.5273 20.0499
H -14.0610 11.2699 20.4034
H -13.0492 10.8466 23.4484
H -12.7303 9.1332 23.1585
H -14.2241 9.9230 22.5804
*
```

***

Entry 3:
Computed, not measured: a structure of composition C11H19NO2 in a non-equilibrium geometry, with ωB97M-V with the def2-TZVPD basis set.

The HOMO energy is -8.00 eV. For the energy above the lowest of the compared OMol25 structures with the same formula, charge and spin, the calculation gives 6.262 eV.

Geometry as ORCA input:
```
! RIJCOSX wB97M-V def2-TZVPD def2/J DEFGRID3
* xyz 0 1
C -1.3636 -0.0337 -0.7966
C -2.0840 -0.6788 -1.7202
C 0.1114 0.0569 -0.9490
C -3.6288 -0.6874 -1.5795
C -1.4122 -1.6865 -2.7703
C 1.8478 1.7940 -0.5892
C 2.1667 -1.0562 1.0864
C 1.8490 0.9956 2.5308
C -0.0911 -0.6501 1.9358
C 0.8832 0.8497 0.0956
C 1.1332 0.0606 1.3954
N -0.3677 2.1815 0.8541
O 0.7319 -0.3366 -1.8916
O -0.2676 3.2961 0.4540
H -1.9103 0.5908 -0.0396
H -4.0556 -0.0205 -2.3059
H -4.0143 -1.7446 -1.7787
H -3.9763 -0.5218 -0.6469
H -0.4805 -1.8669 -2.3084
H -1.7930 -2.6518 -2.7123
H -1.3884 -1.1826 -3.6990
H 2.7297 1.3077 -0.8812
H 2.0710 2.5611 0.1621
H 1.5002 2.2058 -1.5167
H 1.9004 -1.7491 0.2816
H 2.3177 -1.4943 2.0306
H 3.0623 -0.5396 0.7349
H 2.8694 0.8216 2.4114
H 1.3891 1.9336 2.2837
H 1.4917 0.6742 3.5483
H -0.9453 -0.0112 1.7328
H -0.2509 -1.7152 1.6254
H -0.0253 -0.7022 3.0220
*
```

***

Entry 4:
Computed, not measured: a cluster of 3 separate species, C16H36BrN2 in total in a non-equilibrium geometry, with ωB97M-V with the def2-TZVPD basis set.

The HOMO energy (alpha / beta) is -17.15 / -16.91 eV.

Geometry as ORCA input:
```
! RIJCOSX wB97M-V def2-TZVPD def2/J DEFGRID3
* xyz 2 2
Br -2.8790 1.1659 1.0549
C 2.2022 -0.3127 -5.6757
C 1.2738 -0.6490 -4.5315
C 0.5478 0.6576 -3.9661
N -0.2482 0.3588 -2.6788
C 0.5559 -0.3847 -1.6393
C -0.7311 1.6847 -2.0875
C -2.1224 1.9201 -2.6893
C -2.5582 0.6304 -3.4517
C -1.6139 -0.3563 -2.8254
H 2.8797 0.4889 -5.3815
H 1.7064 -0.1311 -6.6293
H 2.8626 -1.1408 -5.9330
H 1.8869 -1.1316 -3.7704
H 0.5316 -1.3608 -4.8928
H -0.1235 1.1736 -4.6525
H 1.3409 1.3450 -3.6721
H 0.6630 -1.4208 -1.9605
H 0.1321 -0.3016 -0.6385
H 1.5455 0.0722 -1.6432
H -0.7901 1.6305 -1.0005
H 0.0903 2.3925 -2.1992
H -2.7459 2.1570 -1.8273
H -2.0997 2.7291 -3.4195
H -3.6296 0.5299 -3.2786
H -2.3510 0.7952 -4.5091
H -1.9171 -0.6509 -1.8208
H -1.4243 -1.3107 -3.3167
C -2.5694 -2.4199 3.9131
C -1.1343 -2.0514 3.6424
C -0.8412 -0.5010 3.9054
N 0.5680 -0.0944 3.5203
C 1.5627 -0.5924 4.5376
C 0.8061 1.4737 3.5418
C 1.8037 1.6710 2.4615
C 1.9565 0.3628 1.6238
C 0.8970 -0.5271 2.0802
H -2.8353 -3.4415 3.6417
H -3.2273 -1.6714 3.4715
H -2.8044 -2.3504 4.9752
H -0.9329 -2.4424 2.6451
H -0.4529 -2.5314 4.3448
H -1.0740 -0.2595 4.9425
H -1.4470 0.2154 3.3505
H 1.4863 -1.6788 4.5825
H 1.3643 -0.1734 5.5241
H 2.5168 -0.2766 4.1157
H 1.0889 1.7915 4.5454
H -0.1552 1.8780 3.2250
H 2.7310 2.1009 2.8402
H 1.6106 2.3892 1.6647
H 2.9511 -0.0179 1.8561
H 1.9529 0.5100 0.5438
H 1.1812 -1.5793 2.0764
H 0.0123 -0.3642 1.4646
*
```

***

Entry 5:
Computed, not measured: a cluster of 2 separate species, CH3N2O in total in a non-equilibrium geometry, with ωB97M-V with the def2-TZVPD basis set.

The HOMO energy (alpha / beta) is -15.70 / -16.34 eV. For the energy above the lowest of the compared OMol25 structures with the same formula, charge and spin, the calculation gives 4.549 eV.

Geometry as ORCA input:
```
! RIJCOSX wB97M-V def2-TZVPD def2/J DEFGRID3
* xyz 1 1
C -0.1039 -0.0131 0.2387
N 2.2393 0.5012 -0.1239
N 1.1688 0.2565 0.0282
O -0.5375 -1.2281 -0.0210
H -0.7242 1.2408 -1.3491
H -0.6058 0.6612 0.9346
H -1.4367 -1.4185 0.2924
*
```

***

Entry 6:
Computed, not measured: the molecule CH3NOS in a non-equilibrium geometry, with ωB97M-V with the def2-TZVPD basis set.

The HOMO energy is -8.87 eV. For the energy above the lowest of the compared OMol25 structures with the same formula, charge and spin, the calculation gives 2.959 eV.

Geometry as ORCA input:
```
! RIJCOSX wB97M-V def2-TZVPD def2/J DEFGRID3
* xyz 0 1
O -1.6161 0.2543 0.1268
N -0.2167 0.5347 -0.0149
C 0.8269 -0.3512 -0.0929
S 2.4199 0.1542 -0.1204
H -1.8077 -0.4640 -0.4384
H -0.0766 1.3635 0.5367
H 0.4703 -1.4914 0.0031
*
```

***

- What is the formula in the first record?
  C3H16O4S